Entry 1:
Entry from the OMol25 dataset: one molecule with the formula C7H11NO (the ωB97M-V functional and the def2-TZVPD basis).

Output
LUMO level = 0.81 eV
SMILES string = [H]/N=C(C)\C=C(\C)C(C)=O
HOMO = -9.5 eV

Last column: natural (NBO) charge in e.
Geometry (Å):
C1 1.8041 -1.2669 0.7997  -0.7264
C2 -1.0074 -2.0616 -0.8110  -0.6340
C3 -0.9238 2.5840 0.4781  -0.6756
C4 0.3660 -0.8473 0.9279  0.5712
C5 -0.4465 -0.7698 -0.3172  -0.0662
C6 -0.0639 1.6576 -0.3352  0.2869
C7 -0.6828 0.4266 -0.8761  -0.2579
N1 1.1779 1.9504 -0.5443  -0.6169
O1 -0.1621 -0.6130 2.0119  -0.5271
H1 1.6319 1.2406 -1.1269  0.3295
H2 -1.3199 0.5512 -1.7436  0.2204
H3 2.1074 -1.3055 -0.2504  0.2171
H4 2.4367 -0.5373 1.3125  0.2567
H5 1.9345 -2.2567 1.2437  0.2459
H6 -0.2018 -2.7488 -1.0887  0.2197
H7 -1.6164 -2.5375 -0.0353  0.2300
H8 -1.6426 -1.9180 -1.6915  0.2239
H9 -0.8526 3.5972 0.0726  0.2356
H10 -0.5688 2.5874 1.5127  0.2496
H11 -1.9701 2.2672 0.4612  0.2176


Entry 2:
Entry from the OMol25 dataset: C34H34N2O5P2PdS as an isolated structure (the ωB97M-V functional and the def2-TZVPD basis).

Output
LUMO level = -7.21 eV
net charge = +2
HOMO = -13.1 eV

Last column: Löwdin charge in e.
Geometry (Å):
Pd1 -1.5652 -0.6796 -1.8272  0.8221
C1 1.4234 -0.3304 -0.2998  -0.2184
N1 1.0172 0.7803 0.5194  -0.1549
C2 -0.2494 1.4508 0.3521  -0.2739
P1 -1.0740 1.4155 -1.2836  1.0143
C3 -2.3973 2.5977 -1.1268  -0.3409
C4 -3.3184 2.4938 -0.0783  -0.1014
C5 -4.3006 3.4567 0.0607  -0.0544
C6 -4.3752 4.5115 -0.8438  -0.0365
C7 -3.4659 4.6116 -1.8862  -0.0424
C8 -2.4705 3.6575 -2.0314  -0.0558
C9 0.0968 1.8744 -2.5490  -0.3834
C10 -0.1225 1.4293 -3.8558  -0.0955
C11 0.7947 1.7352 -4.8490  -0.0427
C12 1.9186 2.4876 -4.5405  -0.0331
C13 2.1382 2.9372 -3.2416  -0.0395
C14 1.2344 2.6269 -2.2413  -0.0634
C15 1.8055 1.1252 1.6386  -0.2323
C16 1.2868 1.9258 2.6619  -0.0279
C17 2.0605 2.2560 3.7636  -0.0615
C18 3.3626 1.7976 3.8845  -0.0703
C19 3.8809 1.0002 2.8767  -0.0644
C20 3.1191 0.6614 1.7689  -0.0398
P2 1.1063 -1.9937 0.4388  1.0243
C21 2.5461 -3.0128 0.3693  -0.2945
C22 2.5954 -4.1414 1.1946  -0.0573
C23 3.6700 -5.0065 1.1055  -0.0353
C24 4.6875 -4.7529 0.1934  -0.0260
C25 4.6332 -3.6424 -0.6397  -0.0399
C26 3.5637 -2.7685 -0.5574  -0.0601
C27 0.4321 -1.7947 2.0596  -0.2871
C28 -0.9350 -1.5715 2.2303  -0.0684
C29 -1.4213 -1.3011 3.4975  -0.0502
C30 -0.5531 -1.2540 4.5827  -0.0350
C31 0.8046 -1.4839 4.4126  -0.0354
C32 1.3046 -1.7538 3.1494  -0.0655
H1 2.4892 -0.2558 -0.5150  0.0921
H2 0.9621 -0.2794 -1.2801  0.0456
H3 -0.0929 2.5223 0.5294  0.1143
H4 -1.0211 1.1402 1.0739  0.0955
H5 -3.2704 1.6696 0.6212  0.1014
H6 -5.0097 3.3924 0.8752  0.1182
H7 -5.1462 5.2616 -0.7296  0.1215
H8 -3.5244 5.4363 -2.5829  0.1210
H9 -1.7541 3.7410 -2.8384  0.1105
H10 -1.0154 0.8664 -4.1092  0.1036
H11 0.6286 1.3925 -5.8609  0.1213
H12 2.6304 2.7306 -5.3182  0.1219
H13 3.0136 3.5295 -3.0135  0.1204
H14 1.4151 2.9669 -1.2290  0.1142
H15 0.2677 2.2825 2.6274  0.1026
H16 1.6321 2.8782 4.5384  0.1156
H17 3.9627 2.0600 4.7441  0.1131
H18 4.8971 0.6341 2.9449  0.1159
H19 3.5797 0.0334 1.0179  0.0978
H20 1.7978 -4.3417 1.8998  0.1214
H21 3.7154 -5.8789 1.7422  0.1221
H22 5.5278 -5.4308 0.1270  0.1232
H23 5.4225 -3.4612 -1.3558  0.1208
H24 3.5215 -1.9236 -1.2326  0.1106
H25 -1.6115 -1.6302 1.3856  0.1021
H26 -2.4809 -1.1435 3.6477  0.1147
H27 -0.9417 -1.0478 5.5711  0.1208
H28 1.4736 -1.4556 5.2615  0.1230
H29 2.3630 -1.9308 3.0124  0.1152
C33 -5.7578 -0.4882 -0.7435  0.0410
C34 -4.4649 -1.0204 -1.2764  -0.4851
N2 -4.4834 -2.1429 -1.9637  0.2337
O1 -3.4109 -0.3655 -1.0214  -0.1362
H30 -6.5413 -0.5572 -1.4971  0.1059
H31 -5.6316 0.5462 -0.4397  0.0821
H32 -6.0619 -1.0866 0.1168  0.1107
H33 -5.3612 -2.6092 -2.1292  0.1448
H34 -3.6322 -2.6087 -2.2548  0.0870
O2 -0.1072 -2.7120 -0.3433  -0.3698
S1 -0.2306 -3.0225 -1.9938  0.4566
O3 0.2761 -4.3215 -2.1854  -0.1711
O4 0.4287 -1.8743 -2.5943  -0.3156
O5 -1.6873 -2.8405 -2.1369  -0.3785


Entry 3:
Entry from the OMol25 dataset: a 2-piece molecular cluster, C3H3NO3 overall (the ωB97M-V functional and the def2-TZVPD basis).

Output
LUMO level = -1.00 eV
HOMO = -10.5 eV

Last column: natural (NBO) charge in e.
Geometry (Å):
C1 0.6556 -0.5449 -0.4478  -0.0050
C2 1.0411 0.6481 -0.1608  -0.3611
C3 -0.0660 1.5627 0.0189  0.7253
H1 -1.5089 -2.4626 0.0294  0.4768
H2 1.0302 -1.6025 -0.0388  0.2566
H3 2.1089 1.0118 0.0052  0.2584
N1 -0.7569 -0.6530 -0.5897  0.0795
O1 -1.1153 -1.2697 0.7440  -0.5357
O2 -0.1527 2.5551 0.8542  -0.5135
O3 -1.2360 0.7550 -0.4148  -0.3814